1.
A structure of composition C22H30LuN5O3S at a distorted geometry, computed with ωB97M-V/def2-TZVPD.

Element x y z (Å)
C (0.047, 2.755, -2.309)
H (4.093, -1.735, -1.104)
H (0.576, -2.703, 0.609)
H (-4.059, -2.682, -1.618)
H (-0.242, 2.593, 4.097)
H (2.199, -1.728, 6.017)
H (2.648, -3.291, 0.346)
C (-1.441, -2.963, -1.156)
C (0.013, 1.547, 3.979)
H (3.547, 1.115, 1.389)
H (1.175, -0.763, 7.071)
H (1.496, 4.194, -2.926)
H (0.540, -2.226, 6.326)
H (2.857, 2.178, -1.675)
C (-2.349, 2.951, -3.148)
O (-1.568, 2.912, 1.806)
H (-4.710, -1.445, -2.689)
H (0.538, 1.280, 6.035)
N (0.755, 1.953, -1.628)
C (3.113, -1.479, -0.699)
C (0.566, -1.176, 3.719)
H (-2.212, 3.993, -3.397)
H (0.385, -3.106, -2.260)
C (3.338, 0.650, 0.431)
C (0.169, -0.432, 2.625)
O (-1.429, 0.670, 0.593)
C (0.728, -0.562, 4.966)
N (-1.603, -1.550, -1.508)
H (0.202, -4.340, -1.031)
C (-3.819, -2.011, -2.441)
C (2.291, -2.721, -0.513)
O (2.056, 1.176, -0.047)
C (-3.595, 2.352, -3.271)
H (2.637, -0.867, -1.485)
H (-4.713, 0.539, -3.011)
H (-1.824, -3.128, -0.144)
N (-1.448, 0.902, -2.352)
H (-0.051, -0.957, 1.702)
H (-1.997, -3.626, -1.816)
N (0.825, -2.423, -0.334)
H (-4.444, 2.925, -3.619)
C (-1.304, 2.189, -2.662)
C (0.443, 0.796, 5.070)
H (0.314, 4.786, -1.754)
H (2.400, -3.367, -1.382)
C (1.181, -1.359, 6.161)
C (-2.655, -1.134, -2.100)
H (-0.142, 4.585, -3.446)
C (0.446, 4.156, -2.640)
C (0.025, -3.285, -1.247)
C (-2.636, 0.321, -2.493)
H (0.738, -2.243, 3.622)
H (2.013, 3.216, -0.486)
Lu (-0.037, -0.017, -0.598)
C (2.013, 2.246, -0.983)
N (3.248, -0.744, 0.545)
H (2.664, -1.045, 1.312)
H (-3.568, -2.622, -3.313)
H (4.092, 0.932, -0.306)
C (-0.130, 0.925, 2.751)
C (-3.748, 1.016, -2.932)
S (-0.648, 1.873, 1.353)

**LUMO energy**: -6.782 eV
**Charge**: +2
**E_HOMO**: -13.9 eV
**DFT total energy**: -81338.86755 eV

***

2.
A structure of composition C17H18N4O3S at a distorted geometry, computed with ωB97M-V/def2-TZVPD.

Element x y z (Å)
C (0.401, -3.485, 1.767)
O (-3.581, -3.774, 0.210)
H (-1.269, 1.489, -2.067)
H (1.251, -3.758, 1.164)
H (-2.622, -0.207, -2.262)
C (0.056, 0.031, -1.735)
H (0.460, -1.746, 0.008)
H (-1.706, 0.745, 3.045)
H (-0.611, 1.041, -3.383)
C (1.476, 2.537, -0.855)
C (-3.150, -1.817, -1.105)
O (1.319, -0.342, -1.468)
C (3.379, 2.614, 0.536)
H (0.526, -2.274, 2.348)
H (5.516, 2.553, 0.146)
C (-1.739, 0.591, 2.141)
H (5.147, 3.085, 1.918)
C (4.932, 2.988, 0.675)
C (-0.777, -1.027, -1.208)
N (0.611, 1.455, 2.220)
C (-2.665, -2.774, -0.085)
H (-4.404, -5.306, 1.551)
C (-3.452, -4.642, 1.473)
H (-4.045, -2.001, -1.407)
C (-1.198, -2.755, 0.616)
H (-1.820, -0.407, 1.779)
H (0.463, -4.134, 2.909)
H (-2.557, 1.087, 1.886)
C (-0.487, -1.895, -0.218)
S (0.793, 2.504, -2.415)
H (3.220, 3.210, -1.601)
H (4.775, 4.328, 0.604)
N (-0.315, 1.466, 0.320)
C (-0.558, 1.179, 1.507)
H (-3.121, -4.243, 2.350)
H (-2.627, -5.511, 1.229)
C (3.068, 2.618, -0.707)
C (-0.486, 1.225, -2.389)
O (-0.728, -3.584, 1.500)
C (-2.100, -1.145, -1.650)
N (0.968, 1.906, 0.042)
N (2.692, 2.221, 1.376)
C (1.575, 1.750, 1.499)

**LUMO energy**: -0.171 eV
**E_HOMO**: -8.1 eV
**DFT total energy**: -40839.76231 eV

***

3.
A structure of composition C29H25N2O4Pt, computed with ωB97M-V/def2-TZVPD.

Element x y z (Å)
C (-0.288, -2.446, 0.472)
H (0.755, -3.958, -2.206)
C (1.701, 2.327, 0.181)
C (0.390, -1.179, -4.101)
C (1.290, 1.488, -0.847)
C (2.586, 1.822, 1.123)
C (0.801, -2.929, -2.534)
C (1.788, 0.194, -0.892)
H (2.854, -4.424, 4.425)
C (-2.459, 2.263, -2.484)
C (-0.129, -0.723, -5.437)
H (-0.065, -1.030, 3.014)
C (-1.934, 0.911, 5.077)
C (0.880, -0.295, -3.164)
N (2.660, -0.277, 0.001)
C (-2.090, 0.107, -1.459)
H (2.902, 2.424, 1.967)
H (-2.322, 3.927, -1.137)
C (-2.647, 1.126, 2.781)
C (1.314, -0.762, -1.926)
O (2.066, -3.344, 2.119)
H (-1.799, 2.585, 0.822)
C (-2.779, 1.457, 4.120)
H (1.283, 4.112, 1.285)
H (1.355, -5.371, 4.570)
H (-0.294, -0.443, 5.383)
C (-2.365, 0.876, -2.571)
H (-1.195, -0.979, -5.497)
Pt (1.623, -2.781, 0.258)
H (0.911, 0.759, -3.386)
H (-0.381, 0.964, -6.381)
C (-0.823, -0.321, 3.323)
H (-2.012, -0.971, -1.548)
O (0.068, 0.670, -5.584)
H (0.540, 1.834, -1.547)
C (-1.982, 2.084, -0.119)
H (1.317, -3.585, 4.569)
O (1.280, -5.450, 2.034)
H (2.886, 4.319, -0.582)
H (-2.676, 2.865, -3.356)
H (3.707, 0.077, 1.722)
C (-0.960, 0.010, 4.657)
H (0.181, 3.808, -0.071)
N (1.285, -2.068, -1.628)
H (-2.038, 1.169, 6.123)
H (-3.349, 1.540, 2.070)
C (-2.266, 2.848, -1.237)
H (-3.566, 2.141, 4.421)
C (-1.655, 0.237, 2.332)
C (1.673, -4.476, 2.641)
O (1.966, 4.602, -0.618)
H (-0.034, -3.270, -4.458)
C (-1.884, 0.676, -0.181)
H (-2.508, 0.390, -3.531)
H (0.392, -1.276, -6.230)
C (-1.501, -0.159, 0.935)
C (1.220, 3.749, 0.252)
C (1.798, -4.469, 4.155)
C (-0.863, -1.358, 0.666)
C (3.039, 0.516, 0.990)
C (0.354, -2.529, -3.772)

**LUMO energy (spin up / spin down)**: 2.119 / 2.119 eV
**Charge**: -1
**E_HOMO (spin up / spin down)**: -2.4 / -2.4 eV
**DFT total energy**: -44894.71029 eV

***

4.
A cluster of 2 separate species, C28H54FN2O9P2S in total at a distorted geometry, computed with ωB97M-V/def2-TZVPD.

Element x y z (Å)
N (0.280, 0.960, -3.084)
H (-5.936, -1.054, -3.002)
H (0.871, 4.130, 3.954)
C (1.346, 4.371, 2.915)
C (5.744, 1.619, -3.473)
H (0.218, -3.666, -4.262)
H (3.873, -2.376, -1.294)
C (-2.835, 0.478, -0.568)
H (5.847, 2.013, -4.570)
H (2.020, -3.945, -3.650)
C (2.041, -1.405, -3.132)
H (-6.945, 0.506, -2.619)
C (-0.574, 0.537, 5.965)
H (1.548, -6.171, -3.060)
H (-0.439, 0.237, -3.260)
C (-4.724, 0.847, -2.501)
C (2.304, 3.262, 0.624)
H (-4.646, 1.064, -3.647)
O (0.905, -2.246, -2.794)
H (0.380, 0.180, 5.561)
O (-0.419, -5.930, -0.326)
O (-1.404, 0.898, 4.865)
C (2.294, 1.826, -0.116)
C (-6.100, -0.491, -0.733)
H (-0.722, -0.874, -1.361)
H (-1.138, 1.613, 0.543)
H (2.459, -5.165, -1.687)
C (0.970, -3.564, -3.381)
H (5.576, 2.585, -2.834)
O (-1.487, 2.787, 3.604)
O (-7.639, -1.729, 0.876)
H (1.550, -6.630, -0.009)
C (-6.777, -1.163, 1.904)
H (3.625, 2.357, -1.811)
H (-0.658, -6.413, 0.511)
N (3.600, 0.223, -1.751)
C (4.995, 1.469, 1.389)
C (3.662, 1.525, -0.987)
H (1.795, -0.875, -4.122)
H (1.664, 4.041, 0.048)
H (0.262, -0.332, 0.197)
C (1.508, 3.028, 2.043)
H (0.486, 2.509, 1.822)
H (6.738, 1.095, -3.234)
H (4.502, -1.055, 0.467)
H (2.977, -2.064, -3.250)
H (-2.814, -0.484, 0.071)
C (0.981, 0.682, -1.785)
H (-1.323, 1.977, -1.268)
H (-2.556, 0.426, -2.900)
H (-3.568, 1.267, -0.120)
H (2.089, -1.061, -0.928)
C (-3.311, 0.136, -2.077)
H (-4.878, 1.879, -1.984)
H (3.341, 3.657, 0.918)
C (-1.133, 2.208, 4.598)
C (-1.318, 1.109, -0.496)
C (2.193, -0.365, -1.865)
H (5.292, 0.362, 3.594)
H (2.389, 4.811, 3.118)
F (2.238, 2.067, 2.907)
H (-5.358, -1.381, -0.575)
C (-0.169, -0.017, -0.824)
H (-0.119, 1.912, -3.107)
H (2.042, 0.944, 0.595)
H (-8.312, -0.032, -0.312)
H (-1.258, 2.086, 7.341)
C (-1.220, -0.547, 6.801)
H (-5.746, 0.449, -0.137)
O (3.021, 1.430, -4.351)
H (-7.124, -1.521, 2.956)
P (4.551, -1.123, -0.979)
H (-0.560, -0.863, 7.613)
H (0.536, -7.537, -1.372)
P (4.209, 0.516, -3.447)
H (-2.165, -0.204, 7.233)
H (-6.760, -0.008, 1.927)
H (5.210, 2.954, -0.249)
H (5.981, 1.336, -0.664)
H (0.512, 1.903, 7.251)
H (3.528, 2.110, -4.884)
C (5.028, 1.800, -0.176)
O (0.468, -4.493, -2.346)
S (6.345, -1.327, -1.708)
O (-0.411, 2.776, 5.606)
C (0.808, -6.502, -0.900)
H (-3.452, -1.019, -2.128)
C (-6.014, -0.114, -2.313)
H (-1.458, -1.416, 6.181)
C (5.126, 0.939, 2.600)
C (-0.418, 1.845, 6.681)
C (1.435, -5.547, -2.085)
C (-7.609, -0.944, -0.350)
H (-7.970, -1.624, -1.229)
H (-5.676, -1.543, 1.806)
O (1.258, 1.968, -1.172)
H (0.653, 5.089, 2.316)

**LUMO energy**: -3.231 eV
**Charge**: +1
**E_HOMO**: -10.9 eV
**DFT total energy**: -83431.52590 eV

***

5.
The molecule C4H9F2N at a distorted geometry, computed with ωB97M-V/def2-TZVPD.

Element x y z (Å)
F (-0.081, 0.813, -3.010)
H (-0.864, 2.125, 0.360)
H (-1.196, -1.868, 0.971)
H (0.896, 2.144, 0.130)
H (0.163, -0.120, 1.366)
C (-0.260, -1.950, 0.418)
H (0.360, -2.635, 1.095)
H (-1.127, 0.228, -1.048)
H (1.453, -0.748, 0.328)
N (0.611, 0.121, -1.987)
C (-0.135, 1.847, -0.304)
C (0.423, -0.525, 0.365)
C (-0.135, 0.401, -0.766)
F (1.852, 0.626, -2.014)
H (-0.333, -2.311, -0.660)
H (-0.446, 2.351, -1.211)

**LUMO energy**: 1.041 eV
**E_HOMO**: -10.2 eV
**DFT total energy**: -11214.77998 eV
**SMILES**: CC[C@@H](C)N(F)F

***

6.
A cluster of 2 separate species, C4H10O3 in total at a distorted geometry, computed with ωB97M-V/def2-TZVPD.

Element x y z (Å)
H (-3.415, 2.509, 0.239)
C (-3.071, 0.464, 0.062)
C (-1.043, -0.052, -1.151)
H (0.818, -0.712, -0.199)
O (-3.200, -0.668, 0.582)
O (-2.106, 0.818, -0.781)
H (-4.887, 1.695, -0.376)
O (-3.548, 0.298, 3.429)
H (-3.830, 0.003, 2.533)
H (-2.645, 0.665, 3.296)
H (-0.627, 0.394, -2.075)
H (-1.283, -1.111, -1.367)
C (-4.037, 1.603, 0.321)
H (0.418, 1.021, 0.014)
H (-4.432, 1.539, 1.349)
H (-0.424, -0.221, 0.994)
C (0.000, 0.000, 0.000)

**LUMO energy**: 0.748 eV
**E_HOMO**: -10.7 eV
**DFT total energy**: -10452.65247 eV
**SMILES**: CCOC(C)=O.O

***

- Which formula does entry 5 have?
  C4H9F2N